# 1
A molecular structure, C31H55BrNOsP3 in a non-equilibrium geometry. Source: the OMol25 dataset; level of theory: wB97M-V/def2-TZVPD.

```
! wB97M-V def2-TZVPD RIJCOSX def2/J DEFGRID3
* xyz 4 5
N -6.30 4.62 -5.44
C -6.21 5.18 -4.23
C -5.44 4.61 -3.20
C -4.72 3.42 -3.43
C -4.84 2.86 -4.73
C -5.64 3.49 -5.70
C -3.85 2.88 -2.40
Os -1.26 0.25 0.20
P 5.64 -1.06 -0.15
C -3.01 1.83 -2.63
C -1.77 1.63 -1.92
C -0.71 1.07 -2.64
C 0.54 0.92 -2.07
C 0.76 1.41 -0.79
C -0.25 2.11 -0.06
C -1.59 2.11 -0.58
Br 2.41 1.07 0.12
H -3.83 3.42 -1.44
H -3.10 1.25 -3.55
H -5.40 5.12 -2.24
H -4.32 1.95 -5.02
H -6.78 6.10 -4.07
H -5.73 3.06 -6.70
H -0.88 0.90 -3.71
H -2.37 2.68 -0.08
H 1.33 0.44 -2.64
H -0.02 2.76 0.77
P -0.94 -1.92 -0.21
C 5.50 0.75 0.10
C 6.62 1.66 -0.42
H 5.34 0.92 1.17
H 4.58 1.03 -0.45
H 6.36 2.69 -0.17
H 7.60 1.44 0.03
H 6.70 1.59 -1.51
C 4.73 -1.43 -1.71
C 5.54 -2.47 -2.50
H 4.63 -0.49 -2.28
H 3.73 -1.81 -1.46
H 5.16 -2.55 -3.53
H 6.60 -2.18 -2.55
H 5.48 -3.46 -2.04
C 4.58 -1.87 1.12
C 5.40 -2.15 2.38
H 4.24 -2.82 0.67
H 3.69 -1.25 1.31
H 4.85 -2.82 3.06
H 6.35 -2.62 2.13
H 5.61 -1.22 2.93
C -0.50 -3.13 1.11
C -1.22 -4.47 0.98
H -0.70 -2.66 2.07
H 0.60 -3.27 1.06
H -2.29 -4.36 1.20
H -1.10 -4.91 -0.03
H -0.79 -5.18 1.71
C 0.46 -2.24 -1.39
C 0.08 -2.32 -2.86
H 0.95 -3.17 -1.05
H 1.19 -1.43 -1.20
H -0.65 -3.12 -3.05
H -0.33 -1.36 -3.21
H 0.98 -2.54 -3.45
C -2.54 -2.40 -1.00
C -3.67 -1.43 -0.66
H -2.78 -3.42 -0.68
H -2.37 -2.41 -2.09
H -4.16 -1.09 -1.58
H -4.41 -1.92 -0.01
H -3.28 -0.53 -0.11
C 0.64 -1.50 3.99
C -0.77 -0.96 3.73
P -0.95 0.45 2.51
C -2.51 1.29 3.07
C -3.04 0.99 4.48
C 0.40 1.54 3.19
C 0.22 1.97 4.66
H 1.24 -1.63 3.07
H 0.57 -2.49 4.47
H 1.21 -0.85 4.68
H -1.42 -1.75 3.35
H -1.22 -0.67 4.69
H -2.36 2.38 2.96
H -3.27 1.01 2.32
H -2.37 1.31 5.29
H -3.99 1.53 4.65
H -3.26 -0.07 4.62
H 1.33 0.97 3.07
H 0.50 2.42 2.54
H 0.09 1.12 5.34
H 1.11 2.52 4.99
H -0.63 2.66 4.78
*
```

Values from the calculation:
Total energy, a.u.: -4956.0735
Energy above the lowest of the compared OMol25 structures with the same formula, charge and spin, kJ/mol: 130.1
E_LUMO (alpha / beta), eV: -11.79 / -14.30
Orbital gap (alpha / beta), eV: 6.9 / 4.5
⟨S²⟩: 6.084
HOMO level (alpha / beta), eV: -18.661 / -18.778

Löwdin atomic charge list, values in e, 2 entries:
1 N 0.15
2 C 0.03

# 2
C7H5BrFN in the gas phase in a non-equilibrium geometry. Source: the OMol25 dataset; level of theory: wB97M-V/def2-TZVPD.

```
! wB97M-V def2-TZVPD RIJCOSX def2/J DEFGRID3
* xyz 0 1
N -2.18 -0.25 1.77
C -1.78 -0.53 0.75
C -1.35 -0.98 -0.50
Br -2.84 -1.12 -1.71
C -0.12 -1.24 -0.85
C 0.92 -1.19 0.14
C 1.27 -0.12 0.82
C 0.90 1.23 0.62
C 0.46 1.76 -0.52
F -0.01 3.03 -0.52
H 0.01 -1.50 -2.01
H 1.30 -2.09 0.40
H 1.83 -0.31 1.71
H 1.12 1.89 1.46
H 0.46 1.43 -1.56
*
```

Values from the calculation:
SMILES string: N#C\C(Br)=C/C=C\C=C\F
Total energy, a.u.: -2998.2666
Energy above the lowest of the compared OMol25 structures with the same formula, charge and spin, kJ/mol: 89.6
E_LUMO, eV: -0.14
Orbital gap, eV: 9.0
HOMO level, eV: -9.095

Löwdin atomic charge list, values in e, 2 entries:
1 N 0.20
2 C -0.33

# 3
2 unconnected molecules or ions with the total composition C9H14 in a non-equilibrium geometry. Source: the OMol25 dataset; level of theory: wB97M-V/def2-TZVPD.

```
! wB97M-V def2-TZVPD RIJCOSX def2/J DEFGRID3
* xyz 0 1
C 3.76 0.42 -0.58
C 2.33 -0.15 -0.46
C 1.38 0.13 -1.44
C 0.09 -0.26 -1.31
C -0.38 -1.16 -0.47
C 0.58 -1.55 0.57
C 1.86 -1.08 0.58
H 3.66 1.45 -0.49
H 4.23 0.14 -1.31
H 4.50 -0.08 0.02
H 1.71 0.76 -2.28
H -0.66 0.29 -2.00
H -1.32 -1.70 -0.58
H 0.37 -2.46 1.21
H 2.63 -1.42 1.25
C -2.80 0.75 1.57
C -3.51 0.90 0.21
H -3.22 1.43 2.30
H -2.75 -0.26 1.96
H -1.74 0.92 1.64
H -2.86 1.66 -0.32
H -4.52 1.18 0.28
H -3.34 0.09 -0.34
*
```

Values from the calculation:
SMILES string: Cc1ccccc1.CC
Total energy, a.u.: -351.2310
Energy above the lowest of the compared OMol25 structures with the same formula, charge and spin, kJ/mol: 260.4
E_LUMO, eV: 0.98
Orbital gap, eV: 9.9
HOMO level, eV: -8.949

Löwdin atomic charge list, values in e, 2 entries:
1 C -0.02
2 C -0.18

# 4
C20H20N2O3S in the gas phase in a non-equilibrium geometry. Source: the OMol25 dataset; level of theory: wB97M-V/def2-TZVPD.

```
! wB97M-V def2-TZVPD RIJCOSX def2/J DEFGRID3
* xyz 0 1
C -1.98 -2.14 -0.37
C -3.33 -1.84 -0.34
C -4.31 -2.71 -0.38
C -5.77 -2.52 -0.28
C -6.22 -1.35 -0.28
C -5.33 -0.27 -0.06
S -5.59 1.67 0.13
C -3.75 1.70 -0.15
N -3.11 2.88 0.01
C -1.86 3.47 0.00
O -1.60 4.51 -0.35
C -0.82 2.00 0.16
C -0.92 1.51 1.47
C -0.03 0.41 1.57
C 0.94 0.13 0.92
O 1.79 -0.87 1.05
C 2.77 -1.15 0.43
C 4.04 -0.13 0.29
C 5.47 -0.89 0.54
C 6.38 -0.04 -0.22
C 5.51 0.93 -1.19
O 4.14 0.50 -1.30
C 1.17 0.77 -0.31
C 0.18 1.89 -0.52
N -3.08 0.60 -0.31
C -3.99 -0.63 -0.05
H -1.75 -2.10 -1.45
H -1.94 -3.12 -0.28
H -1.30 -1.55 0.18
H -4.28 -3.88 -0.41
H -6.69 -3.20 -0.03
H -7.21 -1.00 0.11
H -3.80 3.75 -0.06
H -1.74 1.63 2.40
H -0.06 -0.16 2.42
H 2.49 -1.46 -0.74
H 3.27 -1.99 0.72
H 3.80 0.60 1.15
H 5.67 -0.87 1.48
H 5.45 -1.85 -0.14
H 7.21 -0.20 -0.79
H 6.73 0.79 0.61
H 5.42 2.01 -0.90
H 5.70 0.68 -2.25
H 1.91 0.82 -0.94
H 0.41 2.66 -1.56
*
```

Values from the calculation:
SMILES string: Cc1cccc2sc(NC(=O)c3ccc(OC[C@H]4CCCO4)cc3)nc12
Total energy, a.u.: -1506.9668
Energy above the lowest of the compared OMol25 structures with the same formula, charge and spin, kJ/mol: 1633.4
E_LUMO, eV: 0.27
Orbital gap, eV: 8.6
HOMO level, eV: -8.364

Löwdin atomic charge list, values in e, 2 entries:
1 C -0.01
2 C -0.29

# 5
C14H21N3O6S in the gas phase in a non-equilibrium geometry. Source: the OMol25 dataset; level of theory: wB97M-V/def2-TZVPD.

```
! wB97M-V def2-TZVPD RIJCOSX def2/J DEFGRID3
* xyz 0 1
C -5.63 -1.02 -0.30
C -4.24 -1.64 -0.32
O -3.30 -0.63 0.06
C -2.01 -0.94 -0.07
O -1.61 -2.00 -0.49
C -1.11 0.22 0.30
C -1.51 0.95 1.58
C -0.50 2.07 1.84
C -0.38 3.01 0.64
N -0.20 2.31 -0.61
S 1.28 2.18 -1.32
O 1.04 1.92 -2.71
O 2.06 3.32 -0.96
C 2.07 0.67 -0.72
C 2.12 -0.38 -1.56
N 2.71 -1.55 -1.22
C 2.68 -2.68 -2.12
C 3.36 -1.70 0.00
O 3.93 -2.72 0.31
N 3.30 -0.61 0.85
C 3.98 -0.77 2.12
C 2.64 0.60 0.60
O 2.57 1.46 1.45
C -1.12 1.23 -0.86
H -5.68 -0.19 -1.00
H -6.37 -1.77 -0.57
H -5.86 -0.64 0.70
H -4.17 -2.47 0.39
H -3.98 -2.01 -1.31
H -0.10 -0.19 0.41
H -1.53 0.26 2.42
H -2.51 1.37 1.45
H -0.82 2.65 2.71
H 0.48 1.64 2.06
H 0.48 3.67 0.75
H -1.29 3.62 0.55
H 1.69 -0.31 -2.54
H 3.05 -2.39 -3.10
H 3.31 -3.46 -1.70
H 1.66 -3.05 -2.21
H 3.90 0.17 2.66
H 3.51 -1.57 2.70
H 5.02 -1.03 1.95
H -0.82 0.78 -1.81
H -2.13 1.64 -0.97
*
```

Values from the calculation:
SMILES string: CCOC(=O)[C@@H]1CCCN(S(=O)(=O)c2cn(C)c(=O)n(C)c2=O)C1
Total energy, a.u.: -1560.0273
Energy above the lowest of the compared OMol25 structures with the same formula, charge and spin, kJ/mol: 4.7
E_LUMO, eV: 0.26
Orbital gap, eV: 9.5
HOMO level, eV: -9.289

Löwdin atomic charge list, values in e, 2 entries:
1 C -0.06
2 C -0.21

# 6
8 unconnected molecules or ions with the total composition C26H47Br14N2O3 in a non-equilibrium geometry. Source: the OMol25 dataset; level of theory: wB97M-V/def2-TZVPD.

```
! wB97M-V def2-TZVPD RIJCOSX def2/J DEFGRID3
* xyz 1 1
N -1.13 -3.55 2.77
C -1.07 -2.74 1.57
C -1.91 -1.45 1.57
O -3.23 -1.64 1.99
C -1.29 -0.44 2.49
N -1.67 1.02 2.27
C -0.44 1.89 2.35
C 0.32 1.95 1.06
O 1.46 2.18 1.06
C -2.67 1.57 3.30
O -3.70 0.74 3.59
C -4.82 0.75 2.75
C -4.95 1.58 1.64
C -6.13 1.51 0.88
C -7.15 0.61 1.22
C -7.00 -0.21 2.35
C -5.83 -0.14 3.12
H -1.24 -3.01 3.62
H -1.91 -4.19 2.73
H -1.48 -3.33 0.77
H -0.04 -2.50 1.34
H -1.90 -1.07 0.54
H -3.70 -2.17 1.32
H -1.49 -0.66 3.53
H -0.22 -0.49 2.34
H -2.04 1.13 1.33
H 0.19 1.54 3.15
H -0.75 2.90 2.58
H -0.24 1.81 0.12
H -2.08 1.72 4.20
H -2.99 2.54 2.94
H -4.20 2.30 1.36
H -6.24 2.16 0.04
H -8.05 0.56 0.63
H -7.77 -0.89 2.64
H -5.70 -0.77 3.98
Br 5.58 -0.75 -0.11
C 5.00 1.11 -0.12
C 4.44 1.51 -1.46
Br 5.84 1.78 -2.78
H 5.85 1.71 0.16
H 4.23 1.18 0.64
H 3.93 2.47 -1.38
H 3.76 0.77 -1.87
Br -3.79 -3.07 -4.04
C -4.81 -1.73 -3.07
C -4.34 -1.60 -1.65
Br -4.92 -3.11 -0.56
H -5.85 -2.02 -3.14
H -4.66 -0.80 -3.61
H -4.77 -0.72 -1.18
H -3.25 -1.57 -1.58
Br 9.87 1.13 1.62
C 9.38 -0.65 0.98
C 10.58 -1.56 0.91
Br 11.73 -1.13 -0.60
H 8.91 -0.51 0.02
H 8.66 -1.03 1.70
H 10.26 -2.58 0.76
H 11.20 -1.49 1.80
Br -6.70 -1.09 -6.03
C -7.21 -2.79 -6.83
C -6.21 -3.24 -7.87
Br -6.37 -2.22 -9.52
H -8.20 -2.66 -7.23
H -7.23 -3.50 -6.00
H -6.40 -4.27 -8.14
H -5.19 -3.12 -7.53
Br 10.66 5.96 3.98
C 10.92 6.02 2.05
C 11.06 4.64 1.46
Br 12.81 3.84 1.78
H 11.79 6.64 1.86
H 10.03 6.50 1.65
H 10.96 4.68 0.38
H 10.33 3.95 1.86
Br 6.03 3.16 2.74
C 7.59 4.26 3.15
C 7.45 5.67 2.65
Br 7.69 5.77 0.72
H 8.44 3.74 2.71
H 7.68 4.24 4.23
H 8.23 6.29 3.08
H 6.48 6.09 2.87
Br -10.34 -4.84 -6.00
C -9.60 -6.30 -4.95
C -9.20 -5.86 -3.57
Br -7.54 -4.83 -3.57
H -8.77 -6.70 -5.52
H -10.39 -7.04 -4.89
H -9.00 -6.72 -2.95
H -9.95 -5.24 -3.11
*
```

Values from the calculation:
Total energy, a.u.: -37390.0559
E_LUMO, eV: -3.11
Orbital gap, eV: 8.0
HOMO level, eV: -11.131

Löwdin atomic charge list, values in e, 2 entries:
1 N 0.04
2 C -0.21

# 7
2 unconnected molecules or ions with the total composition C7H18O2P in a non-equilibrium geometry. Source: the OMol25 dataset; level of theory: wB97M-V/def2-TZVPD.

```
! wB97M-V def2-TZVPD RIJCOSX def2/J DEFGRID3
* xyz 1 1
C -1.82 -3.70 0.48
C -2.01 1.14 0.76
C 2.37 -0.58 -1.64
C 1.01 3.28 1.94
C -0.78 -3.15 -0.53
C -0.94 1.64 -0.22
C 1.88 0.97 -1.22
O 1.52 2.25 1.02
O -0.80 -1.90 -0.84
P 0.75 1.01 0.18
H -1.31 -4.39 1.21
H -2.29 -2.70 0.80
H -2.59 -4.42 0.13
H -2.14 0.05 0.62
H -1.65 1.40 1.83
H -2.96 1.77 0.57
H 3.22 -0.71 -2.24
H 2.50 -1.03 -0.68
H 1.56 -1.13 -2.10
H 0.72 4.11 1.33
H 2.02 3.54 2.43
H 0.18 2.85 2.66
H -1.08 -3.66 -1.59
H 0.23 -3.53 -0.42
H -0.86 2.69 -0.40
H -1.11 1.33 -1.22
H 1.56 1.47 -2.12
H 2.84 1.38 -0.73
*
```

Values from the calculation:
Total energy, a.u.: -768.9066
Energy above the lowest of the compared OMol25 structures with the same formula, charge and spin, kJ/mol: 379.8
E_LUMO (alpha / beta), eV: -4.63 / -6.80
Orbital gap (alpha / beta), eV: 8.5 / 6.7
HOMO level (alpha / beta), eV: -13.158 / -13.468

Löwdin atomic charge list, values in e, 2 entries:
1 C -0.07
2 C -0.13

# 8
2 unconnected molecules or ions with the total composition C30H41BrF8N5O4P in a non-equilibrium geometry. Source: the OMol25 dataset; level of theory: wB97M-V/def2-TZVPD.

```
! wB97M-V def2-TZVPD RIJCOSX def2/J DEFGRID3
* xyz 0 1
C 0.22 -5.63 1.55
C -1.04 -5.30 1.84
C -1.96 -4.80 0.79
O -2.22 -5.38 -0.22
O -2.44 -3.62 1.13
C -3.23 -2.94 0.12
C -3.76 -1.67 0.75
C -4.02 -0.59 -0.29
C -2.77 0.25 -0.59
C -3.13 1.42 -1.50
C -2.01 1.96 -2.44
C -0.61 1.51 -2.07
C -0.02 0.30 -2.62
C -0.77 -0.58 -3.61
F -2.11 -0.52 -3.51
F -0.49 -1.90 -3.42
C -0.42 -0.24 -5.10
F -1.30 0.69 -5.52
F 0.80 0.28 -5.23
C -0.56 -1.44 -6.08
F -0.64 -0.98 -7.32
F -1.66 -2.12 -5.83
F 0.49 -2.23 -5.99
C 1.29 -0.06 -2.24
C 2.06 -1.28 -2.73
N 1.87 -2.49 -1.93
C 1.27 -2.33 -0.61
C 2.00 0.77 -1.32
N 3.26 0.39 -0.94
C 3.90 1.14 -0.10
P 5.61 0.64 0.37
O 5.52 -0.90 -0.10
Br 5.33 0.51 2.60
C 3.30 2.32 0.38
F 4.03 3.07 1.20
N 2.12 2.73 0.08
C 1.42 1.93 -0.78
C 0.10 2.29 -1.14
C -0.49 3.51 -0.47
C -0.73 3.31 1.05
C -0.78 4.67 1.75
C 0.58 5.22 2.16
C 0.99 4.83 3.60
N 2.28 4.18 3.76
H 0.98 -5.54 2.31
H 0.53 -6.05 0.61
H -1.38 -5.44 2.85
H -4.03 -3.62 -0.16
H -2.61 -2.78 -0.75
H -3.05 -1.33 1.51
H -4.69 -1.91 1.25
H -4.28 -1.11 -1.23
H -4.88 0.03 -0.06
H -2.05 -0.43 -1.03
H -2.42 0.62 0.37
H -4.00 1.18 -2.11
H -3.44 2.24 -0.85
H -2.06 3.04 -2.52
H -2.21 1.63 -3.44
H 1.74 -1.50 -3.74
H 3.11 -1.04 -2.78
H 1.32 -3.16 -2.44
H 1.34 -3.28 -0.09
H 0.20 -2.08 -0.63
H 1.81 -1.61 -0.01
H 4.69 -1.32 0.19
H -1.45 3.77 -0.88
H 0.21 4.33 -0.60
H 0.01 2.65 1.48
H -1.72 2.88 1.13
H -1.48 4.68 2.58
H -1.20 5.37 1.02
H 1.35 4.92 1.47
H 0.53 6.30 2.12
H 1.00 5.73 4.21
H 0.23 4.18 4.04
H 2.26 3.21 3.47
H 3.01 4.67 3.27
C 2.39 -1.81 3.84
N 1.60 -1.01 2.92
C 0.28 -1.12 2.65
C -0.48 -2.18 3.40
O -0.26 -0.37 1.84
H 2.84 -1.17 4.60
H 3.19 -2.32 3.31
H 1.77 -2.55 4.33
H 2.07 -0.29 2.40
H -1.52 -2.16 3.09
H -0.07 -3.16 3.16
H -0.43 -2.01 4.47
*
```

Values from the calculation:
SMILES string: C=CC(=O)OCCCCCCc1c(C(F)(F)C(F)(F)C(F)(F)F)c(CNC)c2nc(P(O)Br)c(F)nc2c1CCCCCN.CNC(C)=O
Total energy, a.u.: -5456.8398
E_LUMO, eV: -1.03
Orbital gap, eV: 7.8
HOMO level, eV: -8.778

Löwdin atomic charge list, values in e, 2 entries:
1 C 0.04
2 C -0.08

# 9
C25H27ClN2O3 in the gas phase in a non-equilibrium geometry. Source: the OMol25 dataset; level of theory: wB97M-V/def2-TZVPD.

```
! wB97M-V def2-TZVPD RIJCOSX def2/J DEFGRID3
* xyz 0 1
C -0.74 5.02 -1.25
O 0.20 4.12 -0.73
C 0.01 2.80 -1.21
C 1.05 1.92 -0.61
C 2.25 1.48 -1.09
C 2.80 0.65 -0.08
C 1.90 0.65 0.95
C 1.91 -0.07 2.26
N 0.57 -0.30 2.76
C 0.45 -1.51 3.56
C -0.89 -1.56 4.32
C -1.99 -0.73 3.64
C -2.45 -1.38 2.33
O -3.49 -2.01 2.27
N -1.60 -1.16 1.30
C -1.72 -1.55 -0.03
C -2.85 -2.16 -0.56
C -2.89 -2.47 -1.91
C -1.83 -2.18 -2.74
C -0.68 -1.58 -2.22
C 0.47 -1.24 -3.07
C 0.29 -0.69 -4.34
C 1.37 -0.34 -5.12
C 2.66 -0.55 -4.66
C 2.84 -1.11 -3.41
Cl 4.45 -1.38 -2.82
C 1.77 -1.46 -2.62
C -0.64 -1.28 -0.87
C -1.53 0.73 3.47
C 0.00 0.84 3.47
O 0.84 1.42 0.62
H -0.68 5.08 -2.34
H -1.76 4.74 -0.97
H -0.51 5.99 -0.82
H -0.99 2.44 -0.92
H 0.10 2.77 -2.30
H 2.69 1.71 -2.04
H 3.74 0.13 -0.11
H 2.40 -1.04 2.11
H 2.53 0.49 2.99
H 0.52 -2.36 2.87
H 1.27 -1.60 4.28
H -0.75 -1.16 5.32
H -1.21 -2.59 4.42
H -2.87 -0.76 4.29
H -0.73 -0.68 1.55
H -3.69 -2.38 0.08
H -3.77 -2.95 -2.32
H -1.87 -2.44 -3.79
H -0.72 -0.50 -4.70
H 1.22 0.10 -6.09
H 3.52 -0.28 -5.27
H 1.93 -1.91 -1.65
H 0.24 -0.81 -0.46
H -1.92 1.13 2.54
H -1.92 1.34 4.29
H 0.29 1.76 2.95
H 0.39 0.90 4.50
*
```

Values from the calculation:
SMILES string: COCc1ccc(CN2CCC(C(=O)Nc3cccc(-c4cccc(Cl)c4)c3)CC2)o1
Total energy, a.u.: -1764.2828
Energy above the lowest of the compared OMol25 structures with the same formula, charge and spin, kJ/mol: 0.0
E_LUMO, eV: 0.65
Orbital gap, eV: 8.9
HOMO level, eV: -8.217

Löwdin atomic charge list, values in e, 2 entries:
1 C -0.12
2 O -0.17